DFT (the ωB97M-V functional and the def2-TZVPD basis) results for a 3-piece molecular cluster, C2H4N2O4 overall at a distorted geometry.

XYZ file:
```
12
Properties=species:S:1:pos:R:3
N -1.085 -0.211 -0.231
C -0.588 0.741 0.449
C 1.169 -0.565 0.012
N 2.148 0.322 -0.133
O -1.387 -1.455 0.249
O -2.775 0.703 0.082
O -0.286 1.845 0.672
O 1.224 -1.766 -0.020
H -0.621 -2.003 -0.053
H -2.879 1.072 -0.808
H 3.109 0.013 -0.231
H 1.970 1.302 0.013
```

E (eV): -13302.354
Kohn-Sham gap (alpha / beta) (Eh): 0.3074 / 0.2987
Relative energy (zero: lowest compared OMol25 entry of this formula, charge and spin) (kcal per mole): 138.5
Total charge: 0
LUMO (alpha / beta) (Ha): -0.0291 / -0.0097
Spin multiplicity: 1